Record 1
46
Properties=species:S:1:pos:R:3 method="wB97M-V/def2-TZVPD" charge=-1 e_homo_ev=-3.749 fmax_ha_per_bohr=0.0585 e_tot_ha=-3820.486729 spin_multiplicity=1
Br 1.3878 2.4886 0.9552
P -3.4370 -0.6272 2.7558
Al -1.8836 1.0489 2.0353
O -3.9001 -1.3768 1.2856
O 1.9873 0.4590 2.7026
C 4.8869 0.1204 -0.2681
C 3.4003 0.3286 -0.5393
C -1.5407 0.0403 -2.1055
C -2.4610 -1.9670 3.5835
C -1.8609 2.2143 -0.7928
C 2.6126 -0.9879 -0.4463
C -0.1274 0.0402 1.6261
C 1.1143 0.7623 1.8978
C 0.4993 -1.3739 -1.8440
C -0.0224 0.0483 -1.9977
C 2.0127 -1.4604 -1.7845
C -2.2118 1.3916 -2.0281
C -2.7553 1.8982 0.4256
H -1.8192 -1.5213 4.3311
H -3.5678 1.2532 0.1055
H 0.4158 0.5091 -2.8786
H -0.1020 -0.8070 2.2992
H 5.4050 1.0671 -0.1825
H 2.4753 -0.9425 -2.6158
H -2.0480 1.9543 -2.9418
H -0.1523 -0.3556 0.6155
H -0.8107 2.1161 -0.5563
H -3.1290 -2.6773 4.0543
H -1.9270 -0.6305 -1.3450
H -2.0012 3.2568 -1.0624
H 3.0057 1.0533 0.1625
H 2.2769 -2.5081 -1.9077
H -1.7706 -0.4068 -3.0693
H -3.2812 1.2133 -1.9815
H 0.1507 -1.9449 -2.6994
H -3.2305 2.8113 0.7710
H 0.1001 -1.7658 -0.9152
H 3.3043 0.7476 -1.5311
H -1.6322 2.1051 3.2324
H -1.8351 -2.5344 2.8954
H 0.3172 0.6218 -1.1393
H -3.2943 -2.0946 1.0964
H 3.2871 -1.7603 -0.1002
H 5.3207 -0.4781 -1.0579
H 1.8220 -0.9178 0.2920
H 5.0196 -0.4118 0.6674

Record 2
92
Properties=species:S:1:pos:R:3 method="wB97M-V/def2-TZVPD" e_homo_ev=-7.644 fmax_ha_per_bohr=0.0020 e_tot_ha=-6612.851587 de_lowest_ev=0.000 spin_multiplicity=1
Br 1.6608 -5.5537 6.5447
Ca 0.3964 -0.7653 0.6232
Cl 1.9291 6.3640 2.9946
P -2.5478 2.3476 -0.7782
P -2.5974 -0.3852 0.2777
O -0.0735 -3.1044 0.8123
O -0.1787 1.0363 1.7900
O 1.3378 -2.1870 2.2554
N 1.7819 -1.4581 -1.3379
N 1.4623 1.1319 -0.5699
N -2.9648 1.2839 0.5494
N -0.6660 -6.3926 3.2681
C -1.0836 5.8802 0.6542
C -2.0143 6.2598 1.6080
C 0.3100 4.2163 3.4032
C 0.3004 2.2051 2.0188
C -5.5041 -1.1529 -3.2105
C -6.5994 2.4782 -1.5966
C 1.3176 2.8045 1.2153
C 1.3346 4.7687 2.6222
C -1.2607 4.6963 -0.0504
C 1.8120 2.2404 -0.0065
C 2.8698 -2.1814 -3.7957
C -4.1957 2.6253 -1.5289
C 2.5152 -3.1312 -2.8850
C -0.0417 -6.4239 4.4404
C -0.1875 2.9767 3.1104
C -3.7634 -0.7753 -1.0707
C -4.1908 -0.7767 -3.4456
C -4.2180 -0.4722 2.6007
C -5.0813 -1.1678 -0.8437
C -6.6125 3.1176 -2.8278
C -0.4412 -5.3473 2.4753
C 0.8216 -5.4195 4.8565
C 1.9523 -2.7180 -1.6618
C -3.0731 -2.4973 1.9824
C -2.3705 3.8922 0.1856
C 1.8246 4.0780 1.5533
C 1.9663 0.8736 -1.8592
C -4.7601 -1.1206 3.7021
C -3.1253 5.4605 1.8532
C 0.5796 -3.1240 1.8947
C -3.3726 -1.1579 1.7333
C -3.3201 -0.6034 -2.3797
C -5.4171 3.5095 -3.4153
C -4.2157 3.2541 -2.7724
C 2.7402 1.5192 -4.0660
C -5.9448 -1.3612 -1.9098
C 2.1513 -0.4935 -2.2278
C 2.2210 1.8452 -2.7963
C 2.9851 0.2228 -4.4090
C -5.3965 2.2350 -0.9479
C -4.4658 -2.4558 3.9408
C 0.4026 -4.2981 2.8136
C 1.0535 -4.3327 4.0384
C -3.6235 -3.1449 3.0785
C 2.6824 -0.8133 -3.4939
C -3.3060 4.2862 1.1418
H -4.1809 3.6717 1.3204
H 1.9987 2.8791 -2.5671
H -3.2808 3.5412 -3.2429
H 3.3871 -0.0326 -5.3812
H 3.2873 -2.4568 -4.7568
H -6.1849 -1.2908 -4.0407
H -2.4105 1.5779 1.3547
H -4.8872 -2.9578 4.8023
H -1.8725 7.1768 2.1659
H 1.6130 -3.4462 -0.9340
H -0.5272 4.3863 -0.7860
H -3.3832 -4.1844 3.2651
H -5.4327 -1.3155 0.1699
H -5.3817 1.7267 0.0081
H -0.9548 -5.3299 1.5217
H -6.9677 -1.6649 -1.7268
H -0.2323 -7.2780 5.0796
H -7.5295 2.1622 -1.1408
H -5.4129 -0.5803 4.3759
H 2.9370 2.3146 -4.7727
H -5.4207 4.0036 -4.3785
H -0.9717 2.5383 3.7150
H -7.5520 3.3039 -3.3323
H 2.6392 -4.1857 -3.0860
H -2.3943 -3.0294 1.3252
H -4.4505 0.5685 2.4131
H -0.2114 6.4953 0.4727
H -3.8544 5.7596 2.5958
H 1.7095 -3.5216 4.3226
H 2.5629 2.8606 -0.5075
H 2.5978 4.5209 0.9361
H -0.0844 4.7825 4.2373
H -2.2920 -0.3103 -2.5647
H -3.8427 -0.6192 -4.4583

Record 3
34
Properties=species:S:1:pos:R:3 method="wB97M-V/def2-TZVPD" charge=+1 e_homo_ev="-7.773 / -12.127" fmax_ha_per_bohr=0.1163 e_tot_ha=-630.425181 spin_multiplicity=5
Pd 0.8160 -0.2519 -1.7010
N 1.1825 1.0997 1.1521
N 0.9654 -1.8976 -3.1478
C 0.1973 -1.1190 0.7418
C -0.5717 -0.9294 -0.3829
C 1.4854 -0.3588 0.7503
C -1.5180 -2.4019 1.8443
C -2.3806 -2.1509 0.7556
C 2.3625 1.9819 1.0251
C 0.5907 1.1287 2.5098
C -1.9701 2.6107 -2.1240
C -1.8717 -1.4337 -0.3711
C -0.1829 -1.9098 1.8367
H -3.4236 -2.5329 0.7989
H 2.6043 2.1684 -0.0146
H 0.4948 -2.0891 2.6788
H 0.6178 2.1792 2.8383
H 0.3136 -1.7601 -3.9587
H 3.2196 1.5395 1.5563
H 0.6732 -2.6139 -2.4766
H -0.4547 0.7862 2.4539
H 1.9986 -1.8347 -3.3509
H 2.1080 2.9488 1.4994
H 1.1978 0.4912 3.1889
H -1.1253 1.7312 -2.0691
H -2.7763 2.2851 -1.5176
H -1.8681 -2.9720 2.7104
H 1.9894 -0.3102 -0.2916
H -2.4175 2.3097 -3.1166
H 0.4708 1.4281 0.4612
H 2.2729 -0.7438 1.4091
H -2.5049 -1.2653 -1.2081
H -1.8181 3.7041 -2.1005
H -0.6773 0.1822 -2.3798

Record 4
42
Properties=species:S:1:pos:R:3 method="wB97M-V/def2-TZVPD" charge=+2 e_homo_ev="-15.838 / -15.573" fmax_ha_per_bohr=0.1104 e_tot_ha=-1120.181309 de_lowest_ev=0.862 spin_multiplicity=1
O 0.1405 -1.8386 -1.1429
O -2.4798 0.3070 -2.6111
O -3.5234 0.9401 1.9523
O -4.1054 -0.6063 -0.4614
O -1.9347 3.0460 -2.6886
N 2.1514 -2.0813 -0.0461
N -0.6655 1.9202 0.2818
C -2.9402 1.0588 -1.7611
C 1.0020 -1.3714 -0.4048
C 2.3794 -3.3394 -0.7949
C -0.3908 0.6273 -0.0683
C 0.8739 0.0524 0.0716
C -3.2917 1.1961 0.8062
C 1.9335 0.8544 0.5009
C 1.6321 -4.5427 -0.2774
C -3.7325 3.5590 -1.2379
C -3.5678 0.5053 -0.4980
C -2.7883 2.6002 -1.9492
C 2.5615 -2.1491 1.3643
C 0.3710 2.6903 0.6997
C 4.0342 -2.5024 1.4948
C 1.6593 2.1802 0.8319
C -3.2862 3.8876 0.1668
Be -2.2143 2.6139 0.3857
H 2.4478 2.8384 1.1906
H 3.4597 -3.5073 -0.7419
H 2.9425 0.4432 0.5629
H -3.7414 4.4782 -1.8491
H 0.5574 -4.4179 -0.4303
H 4.3529 -2.2977 2.5211
H -2.9130 4.9214 0.1997
H 1.9574 -2.9079 1.8984
H 2.0854 -3.1430 -1.8311
H -4.7563 3.1570 -1.3012
H 1.9473 -5.4263 -0.8374
H 1.8285 -4.7240 0.7823
H -4.1491 3.8405 0.8506
H 2.3580 -1.1834 1.8363
H 4.6469 -1.8973 0.8178
H 0.1528 3.7357 0.9100
H -1.2091 0.0443 -0.4776
H 4.2142 -3.5615 1.2847

Record 5
13
Properties=species:S:1:pos:R:3 method="wB97M-V/def2-TZVPD" smiles=N[C@@]1(O)CCO1 e_homo_ev=-9.819 fmax_ha_per_bohr=0.0070 e_tot_ha=-323.722874 de_lowest_ev=1.581 spin_multiplicity=1
O 0.7711 -0.8371 0.4637
O 0.0979 -0.5774 -1.7369
N -1.5674 -0.9264 -0.2688
C 1.1085 0.5022 0.8738
C -0.2821 -0.3547 -0.4143
C -0.0998 1.0766 0.1317
H 1.0503 -0.7368 -1.7089
H 1.1135 0.6010 1.9648
H -1.8738 -0.9298 0.6965
H -0.9151 1.3989 0.7850
H -1.5731 -1.8718 -0.6368
H 0.0863 1.8347 -0.6318
H 2.0836 0.8207 0.4818

Record 6
50
Properties=species:S:1:pos:R:3 method="wB97M-V/def2-TZVPD" charge=+1 e_homo_ev="-10.564 / -10.943" fmax_ha_per_bohr=0.0317 e_tot_ha=-2236.482484 de_lowest_ev=0.773 spin_multiplicity=2
Ti 0.1334 -0.8664 0.3413
O -0.3067 0.6324 1.4980
O -3.1206 -0.2368 -1.9357
N -0.5731 -2.1640 1.7229
N 1.3713 -0.2085 -0.8958
N -1.6028 -0.1235 -0.1939
N 0.8504 -3.6160 0.6087
N 1.0425 -2.5063 -0.0748
C -4.2939 3.6487 0.0706
C -2.4152 3.0449 1.4750
C 2.7540 1.7813 -0.5060
C -2.0162 -2.9722 3.4437
C -1.3301 0.7981 0.7549
C -2.6962 0.3362 -0.9812
C -0.5188 -4.4982 2.3655
C -0.0796 -3.4317 1.5656
C 2.2836 -1.1058 -1.4407
C -4.1457 2.4969 -0.7040
C 1.5668 1.2003 -0.9530
C 2.8899 3.1592 -0.5033
C 3.3078 -0.8421 -2.3440
C 3.9121 -3.1892 -2.3185
C 1.8536 3.9706 -0.9441
C 2.9031 -3.4725 -1.4197
C 2.0822 -2.4326 -0.9950
C 4.1046 -1.8872 -2.7786
C 0.6831 3.3955 -1.4165
C -2.2832 1.9048 0.7084
C -1.5290 -1.9632 2.6590
C 0.5426 2.0169 -1.4309
C -3.1361 1.6278 -0.3636
C -1.4968 -4.2683 3.2962
C -3.4478 3.9163 1.1406
H 4.5551 -3.9834 -2.6715
H -1.7377 3.2520 2.2929
H -1.8917 -0.9515 2.7784
H -3.5933 4.8154 1.7239
H 4.8930 -1.6910 -3.4930
H 3.8129 3.6030 -0.1543
H -0.0665 -5.4670 2.2108
H -1.8654 -5.0742 3.9158
H -0.1162 4.0203 -1.7938
H -4.7931 2.2937 -1.5468
H 3.5592 1.1477 -0.1557
H 1.9645 5.0464 -0.9397
H -5.0832 4.3481 -0.1699
H 3.4612 0.1637 -2.7114
H -2.7830 -2.7599 4.1742
H -0.3352 1.5617 -1.8696
H 2.7297 -4.4701 -1.0413